Entry 1:
C20H29CaMnN3O13 as an isolated structure at a distorted geometry, computed with the ωB97M-V functional and the def2-TZVPD basis.

The geometry in XYZ format:
```
67
Properties=species:S:1:pos:R:3:forces:R:3
Ca 1.9246 -2.3179 -1.7893 -0.64 1.90 -0.23
Mn 2.5599 0.4379 0.6148 -0.36 0.20 0.04
O 1.3035 -0.7952 -0.2392 -0.39 -0.54 -0.13
H 0.3838 -0.6006 0.0268 0.74 -0.32 -0.23
N 3.8040 0.6688 -2.1017 0.45 1.29 -2.69
O 4.1887 1.3327 -3.0742 -0.58 -1.37 1.65
O 3.5083 -0.5319 -2.1793 -0.28 -2.11 -0.57
O 3.6425 1.2028 -1.0006 0.11 1.35 2.18
C 2.3186 -4.2433 4.2277 0.64 -0.77 0.72
C 1.1849 -3.2555 4.2956 0.00 -0.97 1.52
C 1.3326 -2.1670 5.3535 0.15 -2.60 2.64
O 1.5154 -0.9893 4.6812 0.08 2.18 -0.99
C 1.5371 -1.2039 3.3830 0.15 -2.70 1.17
O 1.8917 -0.4219 2.5583 0.23 1.13 -1.05
O 1.2355 -2.5179 3.1506 -0.01 3.11 -3.66
H 2.2823 -4.8948 3.3546 -0.36 -0.04 0.10
H 2.3781 -4.8478 5.1327 -0.42 -0.29 -0.04
H 3.3147 -3.8008 4.2175 -0.12 0.67 -0.20
H 0.2007 -3.7192 4.3619 0.12 -0.27 -0.03
H 2.2095 -2.4024 5.9565 0.22 0.35 0.00
H 0.5133 -2.1554 6.0723 -0.24 0.48 -0.35
C 1.5919 3.7500 -2.5539 0.52 -0.35 0.38
C 0.6511 2.8695 -3.4033 2.73 1.79 -0.76
C 1.3891 2.1966 -4.5996 -0.97 1.17 0.24
O 0.9876 0.8452 -4.4841 -0.99 -1.84 1.70
C 0.3978 0.6038 -3.2525 0.91 -0.49 -1.08
O 0.1366 -0.5336 -2.8110 0.76 2.79 -1.07
O 0.2262 1.7894 -2.6289 -1.15 -2.48 0.94
H 1.2726 3.8079 -1.5133 -0.54 0.41 -0.15
H 1.8238 4.7372 -2.9538 -0.70 0.07 -0.13
H 2.5946 3.3404 -2.4315 0.00 -0.64 -0.37
H -0.1463 3.4820 -3.8240 -0.54 -0.40 0.54
H 2.4771 2.2621 -4.6094 -0.15 0.02 0.16
H 0.9346 2.6598 -5.4753 0.46 -0.52 -0.41
C -2.1818 4.7811 0.2657 0.47 -0.86 0.13
C -1.4107 4.0002 1.3872 -1.80 2.97 -0.81
C -1.9204 2.6381 1.7881 0.21 0.74 -0.77
O -0.8571 1.8085 1.2889 0.35 -1.12 0.01
C 0.1932 2.5254 0.9204 -0.80 1.28 1.86
O 1.3006 2.0746 0.7496 0.41 -0.13 -0.66
O -0.0538 3.8364 0.9722 0.40 -1.23 -0.01
H -3.0039 5.3657 0.6786 -0.16 -0.39 -0.03
H -2.4978 4.0668 -0.4945 -0.50 -0.06 0.07
H -1.5797 5.4873 -0.3061 0.48 0.03 0.52
H -1.5098 4.5975 2.2935 0.93 0.38 -0.15
H -2.8611 2.4026 1.2903 0.15 -0.38 0.18
H -1.9854 2.6659 2.8758 0.04 -1.01 -0.11
N -0.9970 -3.4952 -2.1868 2.33 -1.45 -0.03
C -0.0262 -4.4353 -2.4622 0.99 -0.74 0.13
C 0.7911 -4.6273 -1.3148 -0.51 -1.21 -2.06
C 0.2636 -3.8259 -0.3231 -0.78 1.50 0.60
C -0.7565 -3.1194 -0.9153 -1.71 1.55 1.38
H -1.6070 -3.1096 -2.8934 -0.21 0.14 0.39
H -0.0006 -5.0210 -3.3693 -0.06 0.27 -0.11
H 1.5909 -5.3460 -1.2136 -0.12 -0.19 -0.18
H 0.5491 -3.6298 0.6998 0.20 -0.28 -0.03
H -1.3791 -2.3628 -0.4610 0.05 -0.09 -0.10
N -4.8067 0.3184 -0.4081 2.58 -0.16 -0.01
C -4.5811 -0.7046 0.4894 -0.80 -0.07 -1.03
C -3.2540 -1.0275 0.4524 0.18 0.10 1.34
C -2.5519 -0.0439 -0.3215 -0.52 -1.91 0.18
C -3.5292 0.6667 -0.9092 -1.86 1.43 -1.03
H -5.6895 0.7339 -0.6691 0.26 -0.13 0.07
H -5.4289 -1.1827 0.9575 0.23 -0.04 0.13
H -2.8582 -1.8784 0.9869 0.14 0.21 0.22
H -1.4907 -0.0340 -0.5218 -0.24 0.20 -0.28
H -3.4370 1.2862 -1.7890 -0.15 0.44 0.30
```
Positions in Å, forces in eV/Å.

Computed properties:
LUMO level (alpha / beta), eV: -5.54 / -5.76
Highest occupied orbital energy (alpha / beta), eV: -13.095 / -13.095
Spin multiplicity: 6
Relative energy (zero: lowest compared OMol25 entry of this formula, charge and spin), kcal per mole: 0.0
Charge: +2
Energy, Ha: -3750.05299
⟨S²⟩: 8.75


Entry 2:
C20H29CaO4 as an isolated structure at a distorted geometry, computed with the ωB97M-V functional and the def2-TZVPD basis.

The geometry in XYZ format:
```
54
Properties=species:S:1:pos:R:3:forces:R:3
O -1.0368 -1.0181 -1.9525 -0.83 -1.25 -4.71
C -0.5950 -1.6396 -3.3222 1.09 0.00 0.15
C -1.9158 -1.3457 -4.0351 0.29 -0.10 -0.02
H -0.2300 -2.6894 -3.2909 -0.42 0.76 0.55
H 0.2013 -0.9901 -3.6759 0.14 -0.14 0.17
C -2.2975 -0.7544 -2.7211 -2.01 0.23 0.94
H -2.6333 -2.1541 -4.2966 1.11 0.32 -0.06
H -1.9176 -0.5988 -4.8156 0.55 -0.04 -0.38
C -3.3740 -1.7129 -2.2290 -0.40 0.40 0.96
H -2.9950 -2.7507 -2.3072 -0.33 0.51 0.06
H -4.2808 -1.5828 -2.8560 0.49 -0.19 0.41
H -3.6380 -1.5051 -1.1834 -0.17 -0.13 -0.07
C -2.6939 0.7090 -2.7190 -0.17 -0.16 0.53
H -1.9228 1.4086 -3.0420 0.17 -0.33 -0.20
H -2.9620 1.0073 -1.7090 -0.13 0.11 0.22
H -3.5852 0.8338 -3.3411 0.13 -0.01 0.00
Ca -0.8096 -1.1215 0.1647 1.54 0.55 4.02
C 0.7886 1.9953 3.6318 0.33 0.10 -0.39
C 2.0739 1.4884 3.2945 -0.32 1.00 -0.71
C 2.3439 1.8826 1.9493 -0.53 -0.21 0.27
H 2.7398 0.9237 3.9373 -0.03 0.11 -0.01
C 1.1798 2.5282 1.4303 0.55 -0.17 0.31
C 0.2488 2.6299 2.4892 -0.03 -0.25 0.15
H -0.7184 3.1199 2.4094 0.06 -0.11 0.12
H 0.2992 1.9195 4.6003 0.09 -0.09 -0.27
H 3.2626 1.7135 1.3906 -0.10 0.02 0.32
H 1.0443 2.9352 0.4266 0.13 0.03 0.21
C -1.1157 -0.5772 4.4911 -0.94 -0.41 -0.44
C -2.0877 0.1906 3.7922 -0.05 -0.57 0.15
C -2.8813 -0.7063 3.0063 0.61 0.94 -0.10
H -2.2379 1.2689 3.8942 0.10 -0.46 -0.15
C -2.3791 -2.0156 3.1955 1.16 -0.42 0.48
C -1.2880 -1.9422 4.1275 -0.77 0.51 -0.40
H -0.7244 -2.7860 4.5209 -0.06 0.18 -0.19
H -0.4202 -0.1897 5.2379 -0.12 -0.17 -0.47
H -3.8211 -0.4671 2.5232 -0.02 0.08 -0.08
H -2.8285 -2.9192 2.8037 -0.04 -0.12 0.07
O 1.5771 0.1889 -1.6210 -1.23 0.13 -0.05
C 1.5929 1.4212 -2.3629 0.13 -0.70 0.53
C 3.0263 1.4628 -2.8486 -0.53 -0.63 -0.30
H 1.4007 2.2965 -1.7204 -0.18 -0.32 0.00
H 0.8304 1.3709 -3.1635 0.30 -0.06 0.33
C 3.8150 0.9762 -1.5877 -0.03 -0.97 -0.92
H 3.1310 2.4105 -3.3755 1.01 0.29 0.52
H 3.1203 0.6925 -3.6174 0.04 -0.03 -0.09
C 2.7483 0.1594 -0.8007 0.62 -0.38 0.40
H 4.2662 1.7864 -1.0482 0.10 0.31 0.48
H 4.5897 0.2231 -1.8613 -0.20 0.96 -0.06
H 2.5384 0.4971 0.2147 -0.19 0.53 -0.35
H 3.0458 -0.8911 -0.6157 -0.18 0.33 -0.61
O 2.8998 -2.5397 1.6686 -1.37 0.45 0.31
C 1.9127 -1.9653 2.1486 -0.08 0.99 0.14
O 0.8396 -1.5352 1.5338 0.50 -0.90 -0.95
H 1.8729 -1.6422 3.2372 0.21 -0.54 -0.81
```
Positions in Å, forces in eV/Å.

Computed properties:
LUMO level, eV: 1.51
Highest occupied orbital energy, eV: -2.330
Spin multiplicity: 1
Relative energy (zero: lowest compared OMol25 entry of this formula, charge and spin), kcal per mole: 109.0
Charge: -1
Energy, Ha: -1757.94064


Entry 3:
C20H29Cl2N2O4SiV as an isolated structure at a distorted geometry, computed with the ωB97M-V functional and the def2-TZVPD basis.

The geometry in XYZ format:
```
59
Properties=species:S:1:pos:R:3:forces:R:3
V -8.2379 1.5825 13.3713 -1.66 -0.98 -0.46
C -5.2544 1.5299 14.4262 -0.36 0.77 -0.57
C -5.6322 2.4919 13.2880 0.73 -0.38 0.01
C -6.7491 3.3349 13.3603 0.13 0.90 -0.31
C -7.1344 4.0987 12.2232 -0.11 0.24 -0.44
C -8.3494 5.0302 12.1727 0.13 -0.13 -0.66
C -6.3449 4.0460 11.0694 -0.41 0.52 -0.55
C -5.1234 3.3477 11.0310 -0.62 0.10 1.04
C -4.1306 3.5521 9.9275 0.02 0.01 0.04
C -4.8322 2.5374 12.1399 -0.11 0.22 -0.26
H -4.2192 1.7207 14.6929 0.08 -0.01 0.26
H -5.3220 0.4904 14.0931 -0.13 0.12 -0.04
H -5.9060 1.6862 15.2940 0.19 -0.10 -0.04
H -7.1793 3.5661 14.3394 -0.20 -0.18 -0.07
H -8.0712 6.0739 11.9641 0.25 -0.33 0.18
H -8.9183 5.0329 13.0880 -0.24 -0.17 0.34
H -9.0165 4.7609 11.3217 0.38 -0.11 0.64
H -6.7097 4.6605 10.1942 0.71 -0.74 0.96
H -4.1522 4.5766 9.5599 -0.09 -0.02 -0.04
H -4.2722 2.8829 9.0963 -0.41 -0.25 -0.46
H -3.1249 3.3383 10.2571 0.31 0.04 0.35
H -3.9201 1.9530 12.1176 0.02 -0.08 0.06
C -12.1263 3.1196 12.3803 -0.55 0.24 -1.09
C -11.0117 2.5502 13.1252 0.31 1.14 1.10
N -10.0336 1.9738 12.5116 1.39 -1.25 -0.30
O -10.2843 1.5534 11.2419 0.70 -0.89 -1.09
C -10.7707 2.8215 14.4960 2.26 -1.03 -1.00
C -11.7399 3.2261 15.5265 -0.73 0.28 -0.33
N -9.4791 2.4823 14.7879 -2.30 1.36 1.56
O -9.2010 2.6613 15.9967 1.72 -0.17 0.31
H -11.6821 3.6045 11.5141 0.08 0.18 -0.19
H -12.7059 3.8803 12.8965 -0.06 -0.36 0.33
H -12.7324 2.3562 11.9224 -0.57 -0.32 0.05
H -9.6699 0.6936 11.1419 -0.94 1.29 -0.03
H -12.6995 2.7945 15.2357 -0.11 -0.19 0.27
H -11.9406 4.3094 15.4921 0.38 -0.16 0.48
H -11.4279 2.8651 16.5170 -0.13 0.36 -0.42
Cl -5.5425 -2.1126 12.2801 -0.52 0.34 -0.68
C -6.5710 -1.4677 10.8980 0.59 -0.75 0.89
Cl -7.3032 -2.7504 10.0346 -0.27 -1.01 -0.68
C -7.6076 -0.5041 11.4081 -0.19 1.69 0.28
O -8.7591 -0.4608 10.9577 0.82 -0.69 0.21
O -7.0784 0.3446 12.2083 -0.81 0.50 0.03
H -5.8823 -0.9495 10.2516 0.17 0.23 -0.11
C -8.7173 -2.2936 17.9953 0.46 -0.13 0.37
Si -9.6664 -2.1548 16.3836 0.03 0.97 -0.11
C -9.5680 -3.6910 15.2606 0.01 0.38 0.79
C -11.4180 -1.5832 16.8118 0.00 -0.13 0.00
C -8.9434 -0.7157 15.3796 -0.61 0.52 -2.86
C -8.8951 -0.0366 14.3122 0.33 -1.52 3.47
H -9.0960 -3.0600 18.6941 0.01 0.22 -0.37
H -8.7048 -1.3378 18.5458 -0.20 -0.23 -0.31
H -7.6597 -2.5264 17.8095 -0.18 -0.06 -0.03
H -9.2331 -4.5570 15.8425 0.02 0.08 -0.15
H -8.8519 -3.4726 14.4712 0.02 -0.13 -0.07
H -10.5343 -3.9347 14.8245 -0.05 0.07 -0.10
H -11.9446 -2.3170 17.4361 0.06 0.09 -0.13
H -12.0079 -1.4012 15.9129 -0.02 -0.15 -0.09
H -11.4122 -0.6283 17.3524 0.24 -0.21 -0.01
```
Positions in Å, forces in eV/Å.

Computed properties:
LUMO level (alpha / beta), eV: -0.99 / -0.43
Highest occupied orbital energy (alpha / beta), eV: -7.499 / -7.486
Spin multiplicity: 3
Energy, Ha: -3343.73527
⟨S²⟩: 2.05